[1]
Density functional theory data (wB97M-V/def2-TZVPD) for a molecular structure, C55H75CsN7P.

Geometry as XYZ:
```
139
Properties=species:S:1:pos:R:3
Cs -0.18 0.51 0.86
C -5.17 4.12 -5.18
C -4.71 2.93 -4.39
C -4.75 1.63 -4.91
C -4.31 0.56 -4.17
C -3.78 0.69 -2.86
N -3.23 -0.35 -2.21
C -3.80 -1.54 -2.13
C -5.21 -1.69 -2.05
C -5.83 -2.89 -1.80
C -5.09 -4.06 -1.65
C -5.72 -5.38 -1.30
C -3.71 -3.96 -1.78
C -3.07 -2.75 -2.01
N -1.67 -2.85 -2.20
C -1.14 -3.58 -3.21
C 0.21 -3.68 -2.98
C 0.41 -2.96 -1.80
N -0.73 -2.48 -1.34
C -3.79 2.01 -2.33
C -4.22 3.08 -3.10
N -3.49 2.27 -0.98
C -4.30 2.96 -0.16
C -3.65 3.09 1.05
C -2.43 2.44 0.85
N -2.35 1.95 -0.38
H -5.93 3.84 -5.90
H -4.34 4.58 -5.73
H -5.58 4.88 -4.51
H -5.14 1.47 -5.91
H -4.34 -0.44 -4.60
H -5.80 -0.79 -2.17
H -6.91 -2.93 -1.72
H -6.79 -5.36 -1.53
H -5.60 -5.59 -0.23
H -5.25 -6.19 -1.85
H -3.10 -4.85 -1.67
H -1.76 -3.96 -4.00
H 0.94 -4.19 -3.58
H 1.32 -2.79 -1.25
H -4.18 4.07 -2.66
H -5.29 3.27 -0.46
H -3.99 3.59 1.93
H -1.65 2.29 1.56
C -2.73 -2.27 1.61
C -2.99 -0.84 2.08
C -4.30 -0.32 1.47
C -2.95 -0.74 3.58
C -4.03 -1.17 4.33
C -4.01 -1.13 5.72
C -2.81 -0.82 6.34
C -1.69 -0.42 5.63
C -0.38 -0.48 6.40
C -0.13 0.74 7.28
C 0.82 -0.79 5.50
C -1.79 -0.18 4.21
N -0.93 0.52 3.46
C -0.39 1.65 4.01
C 0.50 2.52 3.48
N 1.12 2.50 2.26
C 2.03 3.44 1.96
C 3.04 4.01 2.82
C 3.83 5.03 2.34
C 3.77 5.51 1.04
C 2.87 4.90 0.17
C 2.02 3.92 0.60
C 0.95 3.42 -0.35
C -0.12 4.50 -0.55
C 1.50 2.95 -1.69
C 3.51 3.43 4.15
C 2.68 3.70 5.43
C 3.76 1.93 4.00
H -2.65 -2.29 0.53
H -3.55 -2.92 1.92
H -1.80 -2.64 2.04
H -2.18 -0.21 1.70
H -5.13 -0.98 1.69
H -4.20 -0.25 0.39
H -4.51 0.67 1.87
H -4.91 -1.54 3.83
H -4.89 -1.39 6.30
H -2.73 -0.93 7.42
H -0.50 -1.34 7.08
H 0.22 1.58 6.69
H 0.62 0.52 8.05
H -1.06 1.03 7.78
H 1.03 0.04 4.85
H 0.59 -1.67 4.89
H 1.70 -1.00 6.11
H -0.85 1.99 4.94
H 0.61 3.45 4.05
H 4.56 5.48 3.02
H 4.42 6.31 0.71
H 2.83 5.25 -0.85
H 0.45 2.57 0.13
H 0.32 5.41 -0.95
H -0.59 4.73 0.40
H -0.89 4.14 -1.24
H 1.92 3.79 -2.25
H 0.70 2.50 -2.29
H 2.29 2.21 -1.55
H 4.48 3.91 4.34
H 1.93 2.93 5.57
H 2.19 4.67 5.39
H 3.35 3.68 6.30
H 2.83 1.43 3.75
H 4.17 1.50 4.92
H 4.48 1.77 3.20
C 4.23 -2.71 -1.79
C 4.10 -3.15 -0.33
C 5.47 -3.57 0.18
P 3.09 -1.82 0.59
C 4.30 -0.60 1.33
C 5.03 0.14 0.21
C 5.27 -1.03 2.43
C 2.45 -2.67 2.14
C 1.02 -3.12 1.88
C 3.23 -3.84 2.74
H 4.53 -3.55 -2.42
H 4.99 -1.93 -1.88
H 3.30 -2.31 -2.17
H 3.43 -4.02 -0.30
H 6.18 -2.75 0.06
H 5.84 -4.40 -0.42
H 5.46 -3.88 1.21
H 3.60 0.12 1.78
H 5.84 -0.47 -0.20
H 5.46 1.07 0.57
H 4.34 0.37 -0.60
H 6.01 -1.74 2.08
H 4.74 -1.45 3.28
H 5.81 -0.15 2.78
H 2.41 -1.85 2.88
H 0.99 -3.94 1.16
H 0.43 -2.30 1.48
H 0.55 -3.46 2.80
H 3.26 -4.68 2.04
H 2.72 -4.17 3.64
H 4.25 -3.57 3.02
```

Results
DFT total energy ... -78518.8487 eV
Net charge ... -2

---

[2]
Density functional theory data (wB97M-V/def2-TZVPD) for 10 unconnected molecules or ions with the total composition C55H76N10O2PS.

Geometry as XYZ:
```
145
Properties=species:S:1:pos:R:3
C 2.31 -2.95 3.45
C 3.33 -1.80 3.19
C 2.61 -0.48 3.03
C 2.31 0.00 1.61
S 1.59 -1.09 0.39
N 1.60 1.31 1.89
C 0.15 1.48 1.51
C -0.79 0.45 2.08
C -1.45 -0.43 1.21
C -2.32 -1.42 1.66
C -2.53 -1.54 3.03
C -3.41 -2.63 3.59
C -1.90 -0.66 3.92
C -1.05 0.33 3.44
C 2.06 1.79 3.25
C 2.17 3.31 3.36
C 0.99 3.93 4.10
C 1.02 3.61 5.58
O 1.70 4.22 6.33
O 0.20 2.61 6.03
C 3.23 0.84 3.56
P 3.89 0.80 5.30
C 4.39 2.50 5.79
C 5.53 -0.04 5.12
H 2.42 -3.29 4.47
H 2.50 -3.79 2.79
H 1.28 -2.62 3.34
H 4.02 -1.82 4.01
H 3.86 -2.04 2.27
H 1.64 -0.51 3.52
H 3.27 0.31 1.19
H 2.67 -1.29 -0.38
H 2.06 1.96 1.24
H -0.15 2.47 1.85
H 0.07 1.47 0.43
H -1.24 -0.35 0.15
H -2.78 -2.09 0.95
H -3.96 -2.28 4.45
H -2.76 -3.43 3.95
H -4.07 -3.05 2.84
H -2.08 -0.76 4.98
H -0.61 1.00 4.16
H 1.31 1.50 3.98
H 2.13 3.72 2.34
H 3.11 3.65 3.77
H 0.04 3.58 3.69
H 1.03 5.01 4.03
H 0.70 1.78 6.12
H 4.08 1.11 2.92
H 3.64 2.99 6.39
H 5.27 2.36 6.42
H 4.72 3.13 4.97
H 5.64 -0.79 5.88
H 6.33 0.70 5.13
H 5.56 -0.51 4.14
N -3.78 -4.19 -1.20
C -2.60 -3.50 -1.14
C -2.66 -2.50 -2.08
C -3.92 -2.60 -2.73
C -4.59 -3.65 -2.16
H -4.01 -4.98 -0.63
H -1.83 -3.78 -0.45
H -1.88 -1.78 -2.28
H -4.29 -1.97 -3.52
H -5.56 -4.06 -2.36
N -3.03 -2.85 -7.35
C -3.83 -3.01 -6.25
C -5.13 -2.88 -6.66
C -5.12 -2.63 -8.06
C -3.81 -2.62 -8.45
H -2.03 -2.89 -7.34
H -3.41 -3.20 -5.28
H -6.00 -2.96 -6.02
H -5.97 -2.48 -8.70
H -3.37 -2.48 -9.42
N -5.41 1.04 -4.32
C -4.39 0.96 -3.41
C -4.78 1.63 -2.29
C -6.09 2.14 -2.52
C -6.45 1.75 -3.78
H -5.40 0.63 -5.24
H -3.48 0.44 -3.64
H -4.19 1.75 -1.39
H -6.70 2.71 -1.84
H -7.35 1.92 -4.34
N -2.02 4.11 -0.30
C -0.83 4.78 -0.17
C -0.86 5.87 -0.99
C -2.12 5.85 -1.66
C -2.80 4.75 -1.21
H -2.27 3.27 0.19
H -0.06 4.43 0.51
H -0.07 6.59 -1.12
H -2.48 6.55 -2.39
H -3.78 4.37 -1.44
N 6.51 -3.71 2.55
C 6.34 -4.94 3.15
C 7.16 -4.99 4.24
C 7.85 -3.74 4.31
C 7.43 -2.98 3.26
H 6.04 -3.40 1.73
H 5.66 -5.66 2.74
H 7.26 -5.82 4.92
H 8.58 -3.45 5.06
H 7.70 -1.98 2.96
N -1.32 -0.59 -10.28
C -0.36 -1.39 -10.83
C 0.42 -0.62 -11.65
C -0.10 0.71 -11.59
C -1.16 0.69 -10.73
H -2.03 -0.89 -9.64
H -0.31 -2.44 -10.60
H 1.26 -0.96 -12.23
H 0.28 1.57 -12.11
H -1.82 1.48 -10.41
N 0.47 9.51 -0.49
C 1.79 9.29 -0.21
C 2.49 10.42 -0.53
C 1.56 11.36 -1.03
C 0.32 10.78 -0.99
H -0.27 8.85 -0.36
H 2.11 8.34 0.20
H 3.55 10.55 -0.42
H 1.77 12.36 -1.38
H -0.65 11.15 -1.28
N 6.42 -7.47 0.69
C 5.45 -7.93 -0.17
C 5.13 -9.21 0.21
C 5.93 -9.53 1.34
C 6.72 -8.44 1.61
H 6.84 -6.56 0.64
H 5.07 -7.32 -0.97
H 4.40 -9.84 -0.27
H 5.94 -10.46 1.89
H 7.46 -8.27 2.37
N -5.34 -0.14 1.91
C -6.11 -0.43 2.99
C -7.43 -0.30 2.65
C -7.45 0.08 1.28
C -6.15 0.17 0.84
H -4.34 -0.18 1.93
H -5.65 -0.70 3.92
H -8.28 -0.47 3.29
H -8.33 0.27 0.67
H -5.74 0.41 -0.12
```

Results
DFT total energy ... -97378.9124 eV
Net charge ... +1

---

[3]
Density functional theory data (wB97M-V/def2-TZVPD) for a molecular structure, C55H81Br6N7O16.

Geometry as XYZ:
```
165
Properties=species:S:1:pos:R:3
C -1.86 1.53 3.43
C -2.15 0.40 2.34
C -1.05 -0.70 2.21
C 0.08 -0.17 1.36
N 1.20 -1.19 1.28
C 1.84 -1.23 2.67
C 3.32 -1.00 2.68
C 3.46 -0.14 1.33
C 2.33 -0.59 0.38
C 0.79 -2.56 0.77
C 0.21 -2.51 -0.66
C 0.15 -3.93 -1.23
H -1.66 1.23 4.46
H -2.68 2.22 3.62
H -0.93 2.01 3.10
H -2.23 0.87 1.36
H -3.17 0.04 2.51
H -1.58 -1.61 1.95
H -0.74 -1.09 3.18
H 0.55 0.69 1.85
H -0.21 0.02 0.33
H 1.62 -2.18 3.14
H 1.42 -0.47 3.33
H 3.94 -1.87 2.48
H 3.83 -0.70 3.59
H 4.45 -0.32 0.90
H 3.49 0.90 1.65
H 2.75 -1.48 -0.08
H 2.03 0.17 -0.34
H 0.16 -2.99 1.55
H 1.69 -3.16 0.64
H 0.61 -1.77 -1.36
H -0.85 -2.28 -0.53
H 1.01 -4.22 -1.82
H -0.69 -4.07 -1.91
H 0.17 -4.70 -0.46
C 3.02 2.34 -4.29
C 2.19 2.81 -3.07
C 1.15 3.94 -3.37
O 1.55 1.72 -2.43
H 3.36 3.25 -4.79
H 2.38 1.98 -5.10
H 3.89 1.68 -4.24
H 2.91 3.08 -2.30
H 0.53 4.01 -2.48
H 0.40 3.63 -4.10
H 1.69 4.79 -3.79
C 6.58 0.90 5.00
Br 6.57 0.25 3.06
Br 7.57 -0.60 5.95
Br 4.93 1.53 5.75
H 7.31 1.71 5.03
C 0.86 -5.40 3.82
Br 2.74 -4.73 3.71
Br 0.19 -5.97 2.07
Br -0.34 -4.05 4.59
H 0.91 -6.18 4.58
C 7.58 3.37 1.25
C 6.46 3.23 0.48
C 5.24 3.32 1.01
C 5.03 3.56 2.36
C 6.18 3.70 3.16
C 7.48 3.58 2.62
O 8.67 3.57 3.33
O 4.26 3.40 0.17
H 8.51 3.13 0.76
H 6.53 3.06 -0.58
H 4.05 3.46 2.81
H 6.15 3.65 4.24
H 8.78 4.43 3.74
H 4.36 3.13 -0.75
C -5.10 3.63 1.67
C -4.03 3.93 0.90
C -4.09 4.70 -0.21
C -5.32 5.22 -0.56
C -6.51 4.86 0.15
C -6.34 4.15 1.33
O -7.38 3.88 2.15
O -2.95 4.94 -0.87
H -4.91 3.00 2.53
H -3.08 3.50 1.20
H -5.38 5.87 -1.42
H -7.50 5.16 -0.18
H -8.19 3.97 1.64
H -3.19 5.63 -1.50
C -5.43 -5.27 -4.01
C -4.26 -4.70 -4.42
C -3.21 -4.71 -3.58
C -3.24 -5.34 -2.37
C -4.35 -5.97 -2.00
C -5.47 -5.92 -2.79
O -6.61 -6.53 -2.37
O -2.16 -3.95 -3.79
H -6.31 -5.38 -4.62
H -4.30 -4.28 -5.42
H -2.48 -5.31 -1.60
H -4.35 -6.49 -1.05
H -6.98 -6.91 -3.17
H -1.42 -4.55 -3.83
C -1.66 1.59 -4.38
C -2.70 1.84 -5.36
C -3.99 1.37 -5.03
C -4.26 0.67 -3.84
C -3.26 0.51 -2.91
C -1.96 1.05 -3.10
O -1.01 0.99 -2.11
O -4.80 1.25 -6.12
H -0.64 1.84 -4.62
H -2.51 2.29 -6.32
H -5.16 0.08 -3.76
H -3.30 -0.09 -2.01
H -0.11 1.12 -2.41
H -5.65 0.95 -5.77
C 5.03 -1.74 -2.13
C 4.11 -0.78 -2.54
C 3.01 -1.24 -3.26
C 2.79 -2.60 -3.44
C 3.78 -3.50 -3.20
C 4.92 -3.10 -2.48
O 5.74 -4.09 -2.03
O 2.06 -0.53 -3.84
H 5.85 -1.42 -1.51
H 4.29 0.28 -2.41
H 1.91 -3.06 -3.86
H 3.57 -4.54 -3.38
H 5.60 -4.97 -2.38
H 1.88 0.18 -3.22
C -0.17 -0.37 6.85
C -1.12 -0.75 7.85
C -1.88 0.39 8.32
C -1.73 1.68 7.90
C -0.83 1.92 6.90
C -0.02 0.94 6.43
O 0.86 1.06 5.37
O -2.81 0.15 9.32
H 0.36 -1.18 6.36
H -1.23 -1.78 8.15
H -2.46 2.41 8.19
H -0.81 2.92 6.51
H 0.87 1.89 4.89
H -2.66 -0.73 9.68
C 0.18 3.61 1.13
O -0.68 4.19 1.75
N 0.01 3.14 -0.09
N 1.49 3.81 1.33
H 0.75 2.85 -0.72
H -0.95 3.18 -0.38
H 2.09 3.43 0.62
H 1.71 4.44 2.09
C -4.72 -2.30 -0.66
O -3.83 -2.85 -0.08
N -5.21 -2.51 -1.83
N -5.45 -1.35 -0.18
H -6.10 -2.25 -2.23
H -4.82 -3.43 -2.03
H -6.19 -0.89 -0.69
H -5.20 -1.06 0.76
C -0.29 -2.10 -5.87
O -0.75 -3.01 -6.54
N 0.79 -1.43 -6.14
N -0.60 -1.74 -4.69
H 1.31 -1.13 -5.32
H 1.37 -1.72 -6.92
H -0.11 -0.99 -4.23
H -1.20 -2.35 -4.14
```

Results
DFT total energy ... -521788.5512 eV